Record 1
{
  "formula": "C14H42O7",
  "method": "ωB97M-V/def2-TZVPD",
  "smiles": "CCO.CCO.CCO.CCO.CCO.CCO.CCO",
  "homo_ha": -0.3182,
  "e_lumo_ev": 0.334,
  "elements": ["C", "H", "H", "H", "H", "H", "H", "H", "H", "O", "C", "H", "H", "O", "H", "H", "C", "H", "C", "H", "H", "H", "H", "O", "H", "H", "O", "H", "H", "H", "H", "C", "H", "O", "C", "H", "H", "H", "C", "H", "H", "H", "H", "C", "O", "C", "H", "H", "C", "C", "H", "C", "H", "H", "H", "C", "H", "H", "H", "O", "H", "H", "C"],
  "xyz": [[0.8564, -4.9665, -0.5718], [-1.3401, -0.2985, -0.5693], [2.5002, 0.1575, -1.4779], [-0.8649, -2.3998, -0.1334], [2.0581, 0.5744, 0.7586], [1.5010, -3.2612, 0.2504], [5.7652, 1.4257, -0.4330], [-6.4360, 0.7232, 2.3503], [-3.0918, 0.4359, -2.4962], [2.3204, -0.0574, -2.3961], [-0.4532, 0.1489, -0.1206], [0.0109, 0.7377, -0.9119], [0.6156, 1.9592, 2.1429], [0.6304, 1.2749, 1.4698], [-3.6543, -0.0068, 1.5089], [3.1107, -1.8551, -1.8710], [-0.6436, 0.9816, 1.0913], [0.2548, -3.9426, 1.2159], [-5.3729, 0.9528, 2.2781], [0.3085, -0.6171, 0.0249], [1.4775, -1.7288, -1.8456], [-3.2462, 1.0397, -4.1782], [4.7216, 0.6520, -1.6241], [-4.7379, 0.7300, 3.5143], [2.0006, 3.6294, 4.3733], [0.4932, 4.5851, 4.4393], [2.7085, 0.3169, 0.1012], [-0.8332, 1.3827, -3.0181], [-1.1722, 1.9263, 0.9645], [-5.2668, 1.9770, 1.9206], [5.2881, -0.2984, -0.1868], [0.9459, 3.6536, 4.0994], [-5.0647, 1.3930, 4.1269], [-3.0005, -0.8996, -4.1960], [2.2567, -1.9523, -3.9418], [-3.9225, -1.0018, -4.4429], [-5.0937, -1.0417, 1.3530], [-4.9191, 0.4342, 0.3288], [-1.1846, 0.4644, -3.4887], [0.4882, 1.4332, 4.2749], [3.5980, 2.2781, -0.0348], [-0.6896, -0.3843, -3.0167], [3.0629, -1.5055, -4.5237], [-4.7243, -0.0176, 1.3014], [-0.4291, -3.1144, -0.6035], [2.3116, -1.4394, -2.4848], [1.7561, -5.4547, -0.1971], [1.2394, -1.7039, -4.2442], [4.9842, 0.6771, -0.5665], [3.8164, 1.2405, 0.2177], [0.4185, 2.2608, 5.8344], [0.5464, -3.7823, 0.1780], [-0.7320, 0.4726, -4.4802], [2.3870, -3.0342, -3.9629], [1.2685, -4.5858, -1.5063], [0.2517, 2.3783, 4.7637], [-0.8332, 2.4227, 4.6685], [3.9792, 1.1049, 1.2870], [0.0133, -5.6185, -0.8003], [0.6734, 3.7331, 2.7201], [-1.1587, 0.4924, 1.9180], [0.9727, 4.5743, 2.3675], [-2.7267, 0.3442, -3.5191]]
}

=====

Record 2
{
  "formula": "C59H79As2BrN2O4SbSiTl",
  "method": "ωB97M-V/def2-TZVPD",
  "total_charge": -2,
  "homo_ha": -0.0262,
  "e_lumo_ev": 3.700,
  "elements": ["H", "N", "H", "C", "H", "C", "H", "H", "C", "H", "H", "H", "C", "H", "H", "C", "H", "H", "H", "H", "Tl", "C", "H", "H", "H", "H", "C", "C", "C", "H", "H", "C", "H", "C", "H", "O", "C", "H", "H", "H", "C", "H", "C", "C", "H", "H", "H", "C", "C", "H", "C", "C", "C", "H", "H", "C", "H", "H", "Si", "C", "C", "C", "H", "H", "H", "C", "H", "C", "H", "C", "C", "H", "C", "H", "H", "H", "As", "H", "H", "C", "H", "H", "C", "C", "C", "H", "C", "C", "Br", "C", "H", "H", "C", "H", "Sb", "C", "H", "N", "C", "H", "C", "C", "H", "C", "H", "C", "C", "H", "C", "H", "C", "C", "H", "C", "H", "H", "C", "H", "C", "H", "H", "H", "O", "H", "H", "C", "H", "H", "H", "H", "C", "C", "O", "H", "H", "C", "C", "H", "C", "C", "As", "H", "H", "H", "H", "O", "C", "H", "H", "C"],
  "xyz": [[-0.7423, -5.7470, -0.1953], [-1.5376, -1.0874, -1.9938], [-2.0933, 4.5610, 5.2435], [4.7546, 1.4821, 0.7303], [6.0593, 3.0431, 1.4251], [-0.0432, -1.2352, -3.9397], [-1.1480, -3.5246, 7.1742], [-0.6454, -3.8155, -4.0290], [1.0877, -4.3640, 1.3272], [-1.9044, 5.1606, -3.7067], [-0.3317, 5.1639, -4.5178], [5.1435, -3.4896, -5.3381], [1.9797, 3.4642, -2.6061], [-2.8927, 2.9425, -2.7822], [1.3919, -5.1062, -4.0734], [3.2673, -4.3912, -4.8135], [-1.8065, 2.8283, 5.4471], [-5.5462, 2.9389, 2.2550], [3.7004, 2.3439, -3.3155], [-1.7569, 4.5133, -5.3466], [0.3668, 0.3505, -0.6901], [2.2374, -3.6243, -2.7709], [3.2272, -5.0075, -5.7040], [-0.2959, 3.3269, 0.7808], [3.3109, 4.7316, -3.7776], [-0.4555, 5.0631, 1.1223], [-2.9798, 3.3261, 3.6735], [-4.3334, 1.2863, 1.5125], [-1.1146, -5.6248, -1.2060], [-4.3739, 0.1930, 1.5271], [-2.5599, -5.1775, -4.7490], [4.5135, -2.9387, 1.7586], [5.1985, -2.0443, -3.3266], [-2.6853, -1.3641, -1.3715], [5.3796, 1.1829, -0.1024], [0.8594, -0.7212, -3.2364], [-0.6184, -3.3604, 6.2433], [-3.2780, -0.7302, 5.4944], [4.4972, 3.6897, 3.2703], [-3.5774, 1.3505, -0.5380], [-2.0664, 4.5178, -0.8975], [-6.4543, 1.4680, 1.8968], [6.0696, -4.3122, 2.9726], [-2.5486, -1.6262, -4.0778], [1.7839, 4.3603, -4.5923], [-0.0039, -4.3398, 1.2889], [-3.5717, -6.8353, -3.2051], [4.2659, 2.8841, 2.5889], [-2.2670, 0.0968, 3.7655], [-2.3331, -0.7927, 3.1319], [-0.0152, 4.3237, 0.4326], [-2.3066, 2.4741, -3.5760], [-2.6921, -1.2570, 0.1529], [-0.9076, 3.7299, 4.2201], [1.4619, -5.6500, -0.3651], [3.7332, -4.2965, 3.5640], [-0.7411, 1.0105, 5.0385], [-3.4783, 1.0205, 5.3316], [0.0853, 3.0799, -2.1537], [-1.8882, 3.6243, 4.7018], [-3.8233, -1.7499, -2.0616], [-1.0638, -4.5540, -3.3489], [-0.0954, 0.0154, 3.7316], [-2.5514, 4.7703, -1.8439], [-4.7242, -1.9765, -1.5070], [1.6480, -4.6150, -0.0768], [-4.3405, 2.8521, -0.0066], [-3.4179, 0.0835, 4.7665], [0.9447, 6.1291, -1.4318], [5.0250, -4.7638, 3.7705], [2.7545, 3.8099, -1.3271], [-0.8239, -0.7482, 5.1508], [4.3429, -3.5411, -4.6090], [1.1873, -2.6964, 7.2003], [3.8373, 3.8073, -1.5357], [-2.3269, 4.8791, 2.3051], [1.6668, -2.6472, 2.1245], [-0.5349, 6.2562, -2.3968], [-5.4743, 1.5693, 3.3647], [2.2263, 4.5922, -3.6208], [2.4973, 4.8007, -0.9437], [0.0543, 1.4023, -4.5990], [-5.5090, 1.8465, 2.3095], [-0.5333, 4.5686, -0.9984], [-3.7627, -1.8317, -3.4444], [-4.3751, -0.0827, 4.2678], [-0.1405, 5.9954, -1.4096], [-0.9613, 3.1802, -3.8230], [1.8621, 2.6813, 4.0836], [-3.2430, 4.5691, 2.8203], [-2.4134, 5.2440, -0.1462], [1.0708, 4.4107, 0.5084], [-4.3995, 1.7590, 0.0559], [-4.6478, -2.0846, -4.0186], [-2.3288, 1.7019, 2.2896], [4.3742, -2.7310, -3.4790], [4.3194, -2.2368, 0.9545], [2.7182, 1.1702, 1.9489], [-2.7158, -6.2476, -2.8926], [-2.1447, 1.4316, -3.2915], [3.3248, -2.7708, -2.5766], [-0.2552, 2.3920, -4.9357], [2.5627, 3.0751, -0.5355], [-1.2566, -3.5729, 5.0279], [2.3827, -2.3050, 5.0837], [5.8080, -3.4059, 1.9549], [1.3692, -2.6888, 5.0630], [0.6306, 2.9139, -5.3092], [-2.1474, -5.3202, -3.7568], [7.0786, -4.6702, 3.1396], [0.6923, -2.8996, 6.2573], [0.7595, -2.9583, 3.8377], [3.2031, 0.0381, 0.3138], [2.2220, -4.4351, -3.8972], [-2.4165, -1.7458, -5.1450], [2.9295, -4.6723, 4.1859], [5.1228, 2.5189, 1.5683], [3.3186, -2.0966, -1.7248], [3.5496, 0.8394, 0.9589], [1.8135, 5.5465, -3.2816], [6.6099, -3.0630, 1.3125], [1.3808, -5.1489, 2.0257], [-3.4901, -1.9878, 0.7679], [5.2163, -5.4910, 4.5512], [-2.4036, 3.5230, -0.5869], [-0.5244, -4.7016, -2.0680], [2.7267, -4.4549, -0.1054], [-0.5454, 6.7216, -0.6836], [-2.6325, -7.1148, -0.9297], [-3.5845, 5.4159, 3.4350], [-2.1933, -6.3988, -1.6147], [2.6200, 2.1781, -3.1570], [0.0525, -1.7887, -5.0553], [-4.0012, 4.3889, 2.0511], [-3.8983, 3.0437, 4.1982], [-0.9059, 0.0975, 4.4598], [-1.4440, -1.2761, -3.3114], [2.1872, 1.8593, -4.1057], [-1.2501, 4.5885, -4.3702], [-0.5760, -3.3638, 3.8353], [0.8133, -3.4130, -1.4438], [-2.2938, -3.8863, 5.0062], [-0.9402, 2.2609, -5.7880], [2.4973, 1.3388, -2.4660], [-2.9120, 2.4857, -4.4974], [-1.8449, -0.4503, 0.6375], [3.4586, -3.3630, 2.5656], [-5.3419, 1.4475, -0.4154], [-1.1092, -3.4887, 2.8986], [3.0795, 2.1705, 2.7108]]
}

=====

Record 3
{
  "formula": "C5H8O",
  "method": "ωB97M-V/def2-TZVPD",
  "smiles": "C1CC2=C1C2.O",
  "homo_ha": -0.3301,
  "e_lumo_ev": 0.442,
  "elements": ["O", "C", "C", "C", "C", "H", "H", "H", "H", "C", "H", "H", "H", "H"],
  "xyz": [[1.1293, 1.5890, 2.1792], [0.4258, -0.0049, 0.0167], [-0.6785, 0.5579, -0.5178], [-0.1889, -1.3626, 0.3201], [0.6356, 0.7359, -1.2425], [0.2754, 1.5712, 1.7309], [-1.5012, -1.2243, -1.4560], [-2.3872, -0.8053, 0.0329], [0.8664, 0.2127, -2.1755], [-1.4076, -0.8066, -0.4485], [1.7588, 1.5540, 1.4489], [0.3341, -2.2252, -0.1029], [1.0755, 1.7273, -1.1767], [-0.3374, -1.5189, 1.3912]]
}

=====

Record 4
{
  "formula": "C36H52MgN3OP2",
  "method": "ωB97M-V/def2-TZVPD",
  "total_charge": 1,
  "homo_ha": -0.3508,
  "e_lumo_ev": -3.045,
  "elements": ["H", "H", "H", "H", "C", "C", "H", "H", "H", "Mg", "H", "H", "P", "H", "C", "C", "H", "H", "H", "C", "C", "H", "C", "N", "C", "N", "H", "C", "H", "H", "C", "H", "C", "H", "H", "H", "H", "C", "H", "H", "H", "H", "H", "H", "C", "C", "C", "H", "H", "C", "C", "C", "C", "C", "H", "H", "C", "C", "C", "H", "C", "H", "P", "H", "C", "C", "H", "C", "H", "N", "H", "H", "O", "C", "C", "H", "H", "H", "H", "H", "C", "C", "H", "C", "C", "C", "C", "H", "H", "C", "H", "H", "H", "H", "H"],
  "xyz": [[0.7997, -5.3277, 3.1357], [3.1067, 4.8264, -0.4544], [-2.2502, -4.0702, 2.8264], [-0.9766, 1.2042, -6.6960], [-0.9997, -4.8697, -0.7200], [-0.8759, 3.8099, -1.7199], [0.0811, 4.5254, 1.5692], [3.3815, -3.3657, -1.9881], [-4.6293, 0.9532, -4.3893], [0.1660, -0.1468, 0.7257], [-2.0348, -0.8433, 5.2441], [1.8667, -3.9920, -0.1282], [0.7532, 2.0463, -0.1334], [0.9601, -3.5706, 4.3049], [2.5443, 3.3939, 1.5927], [-1.8510, 3.0313, 0.4672], [1.9078, -2.8600, 2.9725], [4.4281, 1.9710, 0.6638], [0.0249, -5.0974, -1.0636], [-0.1437, -3.5019, 2.4497], [-0.0461, 4.7190, 0.4907], [-1.6520, 3.1442, -2.1306], [-0.7382, 0.9924, -4.5546], [-1.1021, 0.0954, -0.9998], [1.5517, -0.1683, 2.0699], [-0.7512, 0.8311, 2.6206], [2.3462, -2.7584, 1.0744], [-1.2101, -3.3631, -0.4869], [-1.2207, 3.3371, 4.8942], [-0.2011, 2.8753, 2.7659], [-1.5385, -3.2639, 3.0648], [2.6131, 0.4690, -3.8623], [1.7131, -2.9453, 0.1857], [-2.9785, -3.7641, 0.7848], [0.0097, 3.7631, -2.3739], [-0.1399, -1.9542, -1.7900], [-2.7211, -2.0353, 0.3559], [-1.4898, 1.1061, -5.7330], [-1.2145, -5.4750, 0.1749], [0.6193, -1.9021, 3.7486], [-0.8812, -0.9264, 2.9421], [-2.1572, 2.0058, 0.2207], [0.3541, 0.9992, -4.6206], [-1.2708, 4.8422, -1.7642], [-2.8900, 1.0939, -5.6814], [2.8949, 3.8369, -0.8887], [2.9252, -2.3720, -1.9856], [0.8984, 5.1126, 0.0846], [-3.2648, 0.7350, -2.2873], [1.6874, 0.1064, -1.9395], [-0.6920, 2.0681, 3.2189], [-3.5348, 0.9625, -4.4389], [-1.8096, 1.2954, 5.2044], [0.1456, -5.0107, 2.3020], [2.5125, 4.4920, 1.5956], [-1.7399, 3.0971, 1.5601], [-0.5534, 3.4646, -0.2517], [3.5234, 1.6426, 0.1196], [3.1408, -1.4756, -3.0448], [1.0959, 2.0449, -2.6773], [0.9010, -2.9127, 3.4174], [-3.4765, 1.1857, -6.6018], [-0.0334, -2.5534, 0.7896], [3.8235, 1.3993, -0.9113], [2.4908, 2.7921, 0.1696], [-1.1557, -0.1226, 3.4029], [0.6858, -5.2278, 1.3646], [-2.7869, 0.8447, -3.2656], [3.4938, 3.0841, 2.0680], [1.5273, -0.7566, -0.8918], [3.7878, -1.7568, -3.8818], [-2.2261, 1.4619, 6.1893], [2.3279, -0.0840, 2.9570], [-0.9989, -2.6393, -1.8348], [-1.3732, 0.8603, -3.3009], [-1.9643, -2.3040, 2.7266], [-1.4387, -3.2209, 4.1653], [-2.6548, 3.7262, 0.1591], [-0.7598, -5.6322, 2.3339], [1.7181, 3.0143, 2.2135], [-2.6519, -3.0747, -0.0091], [-0.6374, 0.7252, -2.0129], [-3.3404, -3.1958, -0.8670], [0.8179, 1.3245, -1.8941], [2.0924, -1.9981, -0.9248], [-1.7200, 0.0203, 4.6735], [2.4986, -0.2362, -3.0346], [3.1491, 0.7292, 0.6053], [3.8156, 3.4941, -1.3970], [-1.2541, 2.3380, 4.4781], [-0.8637, -3.3467, -2.6706], [-1.9001, -2.0354, -2.0494], [-0.8089, 5.5119, 0.3829], [2.1145, 3.9553, -1.6609], [-1.6946, -5.1998, -1.5151]]
}